Entry 1:
Entry from the OMol25 dataset: the molecule C6H11N (ωB97M-V/def2-TZVPD).

Properties
largest force on an atom	1.2	eV/Å
HOMO energy	-8.566	eV
energy above the lowest of the compared OMol25 structures with the same formula, charge and spin	165.5	kJ/mol
SMILES string	C=C(/C=C/C)NC

Structure (XYZ):
```
18
Properties=species:S:1:pos:R:3:forces:R:3
C 1.23447 -1.73394 -0.36518 0.13 -0.25 0.02
C 0.71302 -0.51760 -0.30449 0.16 0.49 0.16
C -0.62948 -0.21334 0.27348 -0.01 -0.88 -0.78
C -0.84764 -0.07998 1.56923 0.30 0.35 0.32
C -2.14701 0.38232 2.17681 0.37 -0.34 -1.11
N 1.40754 0.63493 -0.78978 -0.37 0.14 0.31
C 0.98804 1.03564 -2.13144 0.95 -0.63 -0.15
H 0.69076 -2.60652 -0.02773 0.07 0.08 0.18
H 2.22681 -1.88247 -0.77753 -0.06 -0.05 -0.06
H -1.43248 -0.23221 -0.46214 -0.21 0.46 0.20
H 0.03359 -0.19820 2.20108 -0.23 0.12 0.16
H -2.89035 0.30346 1.38382 -0.28 0.08 0.13
H -2.47007 -0.22053 3.01434 0.02 0.06 0.34
H -2.04755 1.43748 2.42241 -0.12 0.00 0.39
H 2.40797 0.54756 -0.70029 0.04 -0.24 -0.24
H 1.07687 0.18973 -2.82979 -0.41 -0.06 0.02
H 1.71710 1.74325 -2.52825 -0.39 0.48 0.21
H -0.03158 1.41041 -2.12454 0.05 0.20 -0.09
```
Forces are in eV/Å.

These are the Mulliken partial charges, in e, on atoms 1 to 5:
1 C -0.897
2 C -0.024
3 C -0.217
4 C 0.084
5 C -1.138

=====

Entry 2:
Entry from the OMol25 dataset: the molecule C3H4N2S3 (ωB97M-V/def2-TZVPD).

Properties
largest force on an atom	1.2	eV/Å
HOMO energy	-8.511	eV
energy above the lowest of the compared OMol25 structures with the same formula, charge and spin	89.0	kJ/mol
SMILES string	S/N=C1/SN=C[C@@H]1S

Structure (XYZ):
```
12
Properties=species:S:1:pos:R:3:forces:R:3
S -0.77742 2.31695 -1.16285 0.21 -0.04 -0.01
N 0.74384 1.56370 -0.98570 -0.25 -0.23 0.20
C 0.80237 0.45832 -0.36229 0.26 0.47 -0.38
S 2.36216 -0.35544 -0.12602 -0.26 -0.16 0.15
N 1.72663 -1.52407 0.94922 0.08 0.21 -0.06
C 0.47650 -1.39498 1.10774 -0.79 -0.79 0.25
C -0.27096 -0.34054 0.32254 0.23 -0.53 0.40
S -1.42043 -1.09197 -0.88563 -0.10 -0.06 -0.05
H -0.26114 3.48714 -1.57341 -0.02 -0.12 0.05
H -0.09226 -2.11523 1.75604 0.67 0.74 -0.60
H -0.84069 0.28224 0.99682 -0.25 0.42 0.11
H -2.44860 -1.28612 -0.03646 0.21 0.08 -0.05
```
Forces are in eV/Å.

These are the Mulliken partial charges, in e, on atoms 1 to 5:
1 S -0.114
2 N -0.554
3 C 0.304
4 S 0.001
5 N -0.462

=====

Entry 3:
Entry from the OMol25 dataset: a 6-piece molecular cluster, C31H60N6O8P overall (ωB97M-V/def2-TZVPD).

Properties
largest force on an atom	2.6	eV/Å
HOMO energy	-10.356	eV
charge	+1

Structure (XYZ):
```
106
Properties=species:S:1:pos:R:3:forces:R:3
C -4.95700 3.36872 -3.91212 -0.40 0.40 0.72
C -5.17304 2.70088 -2.56831 0.23 0.28 -0.99
C -6.30392 2.90607 -1.79533 0.18 0.28 -0.86
C -6.41410 2.23591 -0.60910 -1.34 0.49 0.65
C -5.44260 1.38236 -0.15554 0.13 -0.62 0.59
C -4.31014 1.16507 -0.91098 0.43 -0.23 0.20
C -3.20526 0.19846 -0.52369 -0.63 1.15 -0.10
C -2.65005 0.35175 0.88944 1.06 -1.82 0.90
C -3.54225 0.00593 2.08564 -1.19 0.32 1.05
N -3.71169 -1.45804 2.01989 0.98 0.18 -0.43
C -2.67383 -1.96766 1.46927 1.04 -0.55 0.66
C -2.50155 -3.42357 1.20093 -1.13 0.24 -0.24
C -3.52767 -3.80182 0.06688 0.75 0.32 -0.37
C -2.83071 -4.45117 -1.13791 -0.91 0.35 -0.06
O -3.84050 -4.83803 -2.07210 0.15 -0.15 0.07
C -1.65652 -0.89871 1.06091 0.02 -0.35 -1.60
O -1.12527 -1.49635 -0.14157 -0.30 0.63 -0.35
P -0.15561 -0.63052 2.19550 -0.35 0.01 2.57
C 0.52743 1.03588 1.77171 -0.32 -0.79 -1.12
O 0.99943 -1.65803 1.60293 -0.50 0.46 -0.37
C -4.20473 1.84209 -2.10827 0.76 -0.39 -0.23
H -5.78014 3.13416 -4.59071 0.22 -0.04 -0.10
H -4.96536 4.45287 -3.75429 0.03 -0.08 -0.21
H -3.98854 3.09543 -4.32745 -0.17 -0.05 -0.16
H -7.07748 3.56757 -2.17025 -0.04 -0.03 0.22
H -7.31355 2.40814 -0.02367 0.13 -0.14 0.10
H -5.58906 0.85606 0.77832 -0.16 0.07 -0.16
H -2.38128 0.38164 -1.21835 -0.05 -0.14 0.08
H -3.54809 -0.82281 -0.71693 0.09 0.03 0.23
H -2.12032 1.26559 1.16015 -0.23 0.20 -0.68
H -4.51184 0.48778 2.19599 0.14 -0.03 -0.38
H -3.04464 0.19632 3.04491 0.25 0.18 -0.29
H -4.51410 -2.00476 2.32483 -0.21 0.28 -0.20
H -2.78477 -3.97301 2.10160 0.40 -0.06 -0.02
H -1.48785 -3.63098 0.86614 -0.03 -0.06 0.24
H -3.97890 -2.88156 -0.31409 -0.18 -0.15 0.10
H -4.34629 -4.41741 0.43890 0.19 -0.05 0.04
H -2.27240 -5.34236 -0.84322 0.04 0.08 -0.15
H -2.19573 -3.70472 -1.62757 0.38 -0.26 0.35
H -3.96109 -4.12061 -2.70172 0.00 -0.11 -0.01
H -0.58891 -0.83546 -0.60130 0.09 -0.16 0.05
H -0.05478 1.49402 0.96488 0.16 0.22 0.18
H 0.53949 1.66780 2.65675 0.00 -0.09 -0.05
H 1.53530 0.90360 1.36940 0.00 0.07 0.23
H 0.65870 -2.54395 1.43193 0.02 0.01 0.19
H -3.32341 1.65533 -2.71905 -0.08 0.13 -0.01
C 3.80207 2.09224 0.30789 -0.17 -0.03 0.00
O 3.12280 3.06305 0.62811 0.13 0.01 0.02
N 5.14180 2.05661 0.30710 0.08 -0.10 -0.04
C 5.88786 0.86568 -0.08097 -0.16 0.12 0.15
C 5.87186 3.24836 0.70748 -0.25 0.01 0.01
H 3.35077 1.14861 -0.01507 0.06 -0.06 -0.04
H 6.51132 0.54566 0.75502 0.07 -0.01 -0.06
H 6.52196 1.10297 -0.93652 0.01 -0.06 0.00
H 5.21981 0.04228 -0.35314 0.18 0.45 0.10
H 5.59782 3.52213 1.72738 0.07 0.08 -0.01
H 5.61185 4.07790 0.04846 0.07 0.06 0.06
H 6.94196 3.06293 0.65494 -0.02 -0.07 -0.02
C -7.08232 -1.84691 0.06131 -0.04 0.18 0.11
O -6.28259 -2.24581 0.90831 0.12 -0.01 -0.05
N -7.65051 -2.60369 -0.87760 0.08 0.01 0.04
C -8.58527 -2.05564 -1.84557 0.03 -0.18 0.01
C -7.32595 -4.02442 -0.93400 0.10 0.10 0.20
H -7.39600 -0.79307 0.02075 -0.01 -0.03 -0.02
H -9.54714 -2.56111 -1.75129 -0.03 0.06 -0.07
H -8.19849 -2.20811 -2.85421 -0.08 0.05 -0.03
H -8.72644 -0.98992 -1.67751 0.04 -0.01 0.04
H -7.59793 -4.49855 0.00952 0.00 -0.07 -0.05
H -6.25486 -4.15381 -1.08719 -0.02 -0.10 -0.05
H -7.86879 -4.49654 -1.74829 -0.02 0.07 0.00
C 2.86018 -1.76959 -0.81068 -0.18 -0.10 -0.08
O 3.49124 -0.73701 -0.98712 -0.21 -0.35 -0.23
N 3.20769 -2.97488 -1.28463 0.02 0.05 -0.03
C 2.41247 -4.15970 -1.03681 0.27 0.05 -0.13
C 4.42857 -3.09579 -2.07507 0.02 0.23 0.12
H 1.92934 -1.77303 -0.22706 0.14 -0.08 -0.17
H 3.01098 -4.89986 -0.50273 -0.11 -0.07 0.01
H 2.08156 -4.58635 -1.98578 -0.07 -0.09 0.07
H 1.53735 -3.91177 -0.43703 0.00 0.06 -0.02
H 5.28505 -2.77154 -1.48305 0.07 -0.06 -0.08
H 4.35707 -2.45709 -2.95583 0.06 -0.03 -0.02
H 4.57081 -4.12817 -2.38337 -0.06 -0.01 0.05
C 0.99974 5.58051 4.52362 -0.05 -0.01 0.08
O 1.80189 4.83730 5.05567 0.01 -0.03 -0.09
N 1.07215 6.01190 3.25017 -0.13 0.11 -0.03
C 0.07614 6.89435 2.67831 0.25 -0.12 -0.05
C 2.18989 5.57526 2.42286 -0.04 -0.11 0.33
H 0.11724 5.96931 5.06217 -0.01 0.03 -0.03
H -0.39371 6.41138 1.81814 -0.07 0.11 -0.02
H 0.54994 7.82171 2.35016 -0.12 0.05 -0.04
H -0.69058 7.13079 3.41402 0.03 -0.02 0.03
H 2.19389 4.48959 2.35330 0.13 0.02 -0.12
H 3.12681 5.89402 2.88146 0.04 -0.04 -0.08
H 2.10747 6.00132 1.42645 -0.07 0.00 0.02
C 9.45627 -2.29194 -0.80264 0.00 -0.10 -0.05
O 8.27092 -2.56342 -0.72737 -0.03 0.11 0.02
N 9.99367 -1.10222 -0.47424 0.17 -0.06 -0.02
C 11.41455 -0.83287 -0.58632 -0.22 0.14 0.09
C 9.10657 -0.05879 0.00801 0.04 -0.29 -0.06
H 10.20214 -3.02206 -1.15794 0.02 0.02 0.01
H 11.81741 -0.56952 0.39351 0.11 0.00 -0.05
H 11.57812 -0.00138 -1.27459 0.12 -0.02 0.01
H 11.93919 -1.70956 -0.96015 -0.05 -0.02 0.00
H 8.59565 -0.40692 0.90642 -0.05 0.10 0.00
H 8.36055 0.15387 -0.75331 -0.02 0.07 0.04
H 9.67081 0.84339 0.23316 0.07 -0.05 -0.03
```
Forces are in eV/Å.

These are the Mulliken partial charges, in e, on atoms 1 to 5:
1 C -1.502
2 C 0.714
3 C -0.603
4 C -1.083
5 C -0.186

=====

Question: Which formula does entry 1 have?
Answer: C6H11N